(1)
75
Properties=species:S:1:pos:R:3:lowdin_spin:R:1 method="wB97M-V/def2-TZVPD" multiplicity=2 orbital_gap_ha="0.31014 / 0.23360" e_lumo_ev="-5.19 / -7.46" total_charge=+2 relative_energy_kcal_mol=1.05
Ru 0.056 -0.331 -0.287 0.551
C -1.844 -1.122 1.980 0.000
C -2.429 -2.157 1.025 0.000
C -2.676 -1.691 -0.397 -0.001
C -3.730 -2.255 -1.103 0.000
C -4.112 -1.726 -2.322 -0.001
C -3.454 -0.599 -2.793 0.000
C -2.389 -0.115 -2.066 -0.001
N -1.972 -0.667 -0.916 -0.001
N -0.407 -0.827 1.773 0.003
C 0.030 0.306 2.616 0.005
C 1.376 0.794 2.137 0.001
C 2.181 1.587 2.935 0.000
C 3.391 2.043 2.436 0.001
C 3.759 1.690 1.148 0.001
C 2.904 0.897 0.408 0.001
N 1.741 0.444 0.891 0.003
C 0.425 -2.006 2.153 0.001
C 0.622 -2.951 1.008 0.000
C 1.026 -4.259 1.206 0.000
C 1.164 -5.091 0.108 0.000
C 0.860 -4.590 -1.148 0.000
C 0.482 -3.269 -1.266 0.004
N 0.392 -2.450 -0.209 -0.002
H -1.984 -1.465 3.010 0.000
H -2.389 -0.185 1.879 0.000
H -3.414 -2.396 1.431 0.000
H -1.881 -3.100 1.045 0.000
H -4.267 -3.087 -0.667 0.000
H -4.928 -2.165 -2.881 0.000
H -3.738 -0.113 -3.715 0.000
H -1.822 0.737 -2.421 0.000
H 0.088 -0.006 3.664 0.001
H -0.719 1.096 2.559 0.000
H 1.861 1.836 3.938 0.000
H 4.035 2.665 3.043 0.000
H 4.692 2.022 0.716 0.000
H 3.147 0.617 -0.606 0.000
H -0.046 -2.515 2.999 0.000
H 1.403 -1.658 2.488 0.000
H 1.217 -4.618 2.209 0.000
H 1.485 -6.117 0.232 0.000
H 0.919 -5.208 -2.032 0.000
H 0.239 -2.838 -2.227 0.006
F 6.155 -1.298 -4.315 0.011
C 4.937 -1.076 -3.871 0.031
C 4.547 -1.564 -2.633 -0.003
F 5.400 -2.257 -1.890 -0.003
C 3.266 -1.330 -2.168 0.024
F 2.964 -1.832 -0.965 0.007
C 2.330 -0.601 -2.902 0.025
S 0.651 -0.239 -2.495 0.301
C 2.756 -0.130 -4.150 0.028
F 1.915 0.565 -4.906 0.008
C 4.032 -0.352 -4.634 -0.005
F 4.390 0.120 -5.813 -0.004
O -3.000 1.974 3.151 0.000
C -2.790 3.379 3.088 0.000
N -3.512 4.032 2.040 0.000
C -3.138 4.182 0.736 0.000
O -3.794 4.820 -0.053 0.000
C -1.818 3.619 0.256 0.000
C -0.979 4.499 -0.420 0.002
C 0.172 4.008 -1.005 0.001
C 0.422 2.652 -0.949 0.004
N -0.390 1.785 -0.332 -0.003
C -1.483 2.275 0.284 0.002
H -3.899 1.807 3.461 0.000
H -1.720 3.513 2.936 0.000
H -3.064 3.844 4.034 0.000
H -4.405 4.457 2.251 0.000
H -1.244 5.546 -0.489 0.000
H 0.857 4.655 -1.533 0.000
H 1.281 2.232 -1.453 0.004
H -2.133 1.556 0.761 0.000

---

(2)
18
Properties=species:S:1:pos:R:3:nbo_charge:R:1 method="wB97M-V/def2-TZVPD" orbital_gap_ha=0.37453 e_lumo_ev=1.04 relative_energy_kcal_mol=43.46
N -0.396 1.895 -0.875 -0.868
C -0.853 1.234 0.349 -0.215
C -1.205 -0.219 0.105 -0.410
C -0.100 -0.895 -0.711 -0.408
C 1.383 -0.825 -0.195 -0.517
C 1.470 -1.399 1.247 0.448
O 0.614 -1.180 2.067 -0.526
H 0.010 2.844 -0.799 0.372
H -1.210 1.884 -1.480 0.347
H 0.048 1.317 0.957 0.183
H -1.671 1.800 0.822 0.172
H -1.571 -0.631 1.081 0.234
H -2.133 -0.202 -0.511 0.189
H -0.308 -1.974 -0.781 0.205
H -0.137 -0.308 -1.613 0.234
H 1.705 0.230 -0.098 0.242
H 1.986 -1.529 -0.909 0.217
H 2.370 -2.043 1.344 0.102

---

(3)
118
Properties=species:S:1:pos:R:3:mulliken_charge:R:1 method="wB97M-V/def2-TZVPD" orbital_gap_ha=0.04478 e_lumo_ev=0.04 total_charge=-1
C -9.520 -0.286 3.781 -1.402
C -9.144 -0.562 2.315 -0.085
C -8.523 0.720 1.736 -1.093
C -7.809 0.500 0.406 -0.773
C -6.583 -0.462 0.350 0.938
C -6.943 -1.882 -0.082 -1.517
C -5.739 -0.471 1.618 -1.485
H -10.272 -0.968 4.176 0.406
H -8.601 -0.354 4.364 0.251
H -9.836 0.751 3.860 0.435
H -10.050 -0.796 1.751 0.247
H -8.440 -1.407 2.342 0.018
H -7.810 1.057 2.499 0.112
H -8.550 0.179 -0.331 0.375
H -7.436 1.478 0.088 0.323
H -5.929 -0.095 -0.450 0.341
H -7.542 -2.398 0.662 0.272
H -6.009 -2.446 -0.170 0.378
H -7.418 -1.870 -1.060 0.413
H -4.723 -0.750 1.336 0.476
H -6.138 -1.121 2.392 0.150
H -5.671 0.545 1.997 0.362
C -2.767 -2.581 2.919 -0.693
C -2.239 -1.294 2.955 -0.906
C -0.995 -1.037 2.404 -0.440
C -0.263 -2.068 1.825 0.454
C -0.784 -3.367 1.810 0.328
C -2.041 -3.612 2.347 -0.843
C -0.007 -4.497 1.244 0.488
O -0.455 -5.631 1.231 -0.735
C 1.349 -4.211 0.703 0.301
C 2.121 -5.258 0.213 -0.635
C 3.379 -5.006 -0.307 -0.481
C 3.872 -3.705 -0.346 -0.703
C 3.112 -2.659 0.146 -0.447
C 1.851 -2.907 0.679 0.202
C 1.061 -1.775 1.230 0.455
O 1.503 -0.636 1.191 -0.765
H -3.744 -2.777 3.342 0.614
H -2.804 -0.491 3.409 0.455
H -0.586 -0.037 2.424 0.476
H -2.447 -4.613 2.318 0.864
H 1.732 -6.266 0.241 0.491
H 3.979 -5.824 -0.684 0.384
H 4.854 -3.510 -0.758 0.427
H 3.495 -1.648 0.122 0.561
C 2.988 1.154 -0.707 -0.461
C 3.613 2.165 0.017 -0.728
C 4.669 2.870 -0.534 -0.697
C 5.119 2.561 -1.812 0.592
C 4.507 1.532 -2.535 0.468
C 3.436 0.839 -1.981 -0.860
C 4.997 1.155 -3.889 0.506
O 4.468 0.267 -4.524 -0.677
C 6.164 1.897 -4.447 0.404
C 6.668 1.535 -5.690 -0.681
C 7.741 2.224 -6.228 -0.506
C 8.312 3.285 -5.531 -0.584
C 7.817 3.647 -4.290 -0.616
C 6.747 2.950 -3.741 0.626
C 6.243 3.336 -2.395 0.083
O 6.743 4.265 -1.788 -0.689
H 2.161 0.607 -0.264 0.592
H 3.270 2.401 1.016 0.452
H 5.152 3.660 0.026 0.497
H 2.960 0.051 -2.548 0.540
H 6.218 0.714 -6.230 0.487
H 8.134 1.938 -7.194 0.421
H 9.146 3.827 -5.957 0.415
H 8.257 4.469 -3.743 0.485
C -1.417 -6.623 4.505 -0.267
C -0.694 -7.464 5.346 -0.651
C -0.963 -7.493 6.704 -0.608
C -1.953 -6.673 7.233 0.261
C -2.665 -5.815 6.392 0.019
C -2.401 -5.802 5.030 -0.368
C -3.698 -4.892 6.935 0.507
O -4.318 -4.150 6.204 -0.681
C -3.944 -4.899 8.404 0.096
C -4.868 -4.011 8.940 -0.555
C -5.117 -4.014 10.302 -0.490
C -4.452 -4.910 11.133 -0.449
C -3.527 -5.794 10.604 -0.577
C -3.264 -5.788 9.240 0.201
C -2.244 -6.725 8.692 0.626
O -1.663 -7.507 9.418 -0.682
H -1.210 -6.605 3.441 0.461
H 0.082 -8.098 4.938 0.412
H -0.406 -8.149 7.360 0.462
H -2.964 -5.145 4.385 0.500
H -5.385 -3.319 8.290 0.502
H -5.834 -3.318 10.718 0.401
H -4.654 -4.914 12.196 0.395
H -3.005 -6.489 11.246 0.465
C 2.679 8.381 -10.729 -0.473
C 2.365 7.030 -10.838 -0.465
C 2.590 6.176 -9.773 -0.552
C 3.140 6.666 -8.596 0.218
C 3.474 8.018 -8.493 0.115
C 3.233 8.874 -9.560 -0.551
C 4.105 8.558 -7.256 0.712
O 4.391 9.735 -7.167 -0.672
C 4.381 7.615 -6.138 0.236
C 5.017 8.085 -4.995 -0.673
C 5.271 7.223 -3.942 -0.812
C 4.883 5.890 -4.021 -0.073
C 4.253 5.414 -5.159 -0.584
C 4.007 6.271 -6.224 -0.033
C 3.359 5.735 -7.453 0.536
O 3.022 4.572 -7.526 -0.652
H 2.495 9.049 -11.560 0.395
H 1.941 6.646 -11.757 0.397
H 2.342 5.126 -9.850 0.473
H 3.483 9.922 -9.471 0.469
H 5.313 9.123 -4.937 0.469
H 5.772 7.587 -3.055 0.460
H 5.077 5.225 -3.195 0.382
H 3.954 4.376 -5.227 0.634